Record 1
Here is C4H5N3O in the gas phase from the Open Molecules 2025 dataset. Energies are from wB97M-V/def2-TZVPD.

For the energy above the lowest of the compared OMol25 structures with the same formula, charge and spin, the calculation gives 4.525 eV. For the orbital gap, the calculation gives 0.3582 Eh. The spin multiplicity is 1. The LUMO energy comes out at -0.30 eV. The value obtained for the HOMO energy is -10.04 eV. Its net charge is 0. The SMILES is CC1=NOC=NC=N1.

The geometry in XYZ format:
```
13
Properties=species:S:1:pos:R:3:mulliken_charge:R:1
C -0.13041 2.05959 -0.74920 -0.7809
C -0.18189 0.50568 -0.51220 0.6716
C -0.82474 -1.94514 0.65669 0.0958
C 1.21637 -0.83871 0.73038 0.1089
H -1.01826 2.71806 -1.06523 0.3094
H 0.85461 2.16949 -1.37322 0.2752
H 0.14238 2.38934 0.38071 0.2188
H -1.57581 -2.58530 1.00943 0.4277
H 2.24835 -1.14503 1.08257 0.3411
N -1.24429 -0.17538 -0.63118 -0.5329
N 0.26202 -1.63358 1.33054 -0.4558
N 1.17381 0.07201 -0.20225 -0.4459
O -0.92214 -1.59103 -0.65704 -0.2330
```

Record 2
Here is C2H6NO3P in the gas phase from the Open Molecules 2025 dataset. Energies are from wB97M-V/def2-TZVPD.

For the energy above the lowest of the compared OMol25 structures with the same formula, charge and spin, the calculation gives 5.321 eV. For the orbital gap (spin up / spin down), the calculation gives 0.2623 / 0.2622 Eh. The spin multiplicity is 1. The LUMO energy (spin up / spin down) comes out at -1.02 / -1.02 eV. The value obtained for the HOMO energy (spin up / spin down) is -8.15 / -8.15 eV. Its net charge is 0.

The geometry in XYZ format:
```
13
Properties=species:S:1:pos:R:3:mulliken_charge:R:1
C -2.69015 -0.65551 0.03198 -0.6975
C 1.75370 1.45676 -0.73910 -0.8685
N -1.32857 -0.17944 0.23848 0.8180
O -0.63015 -0.58808 1.15739 -0.4180
O -0.77550 0.55131 -0.65130 -0.3796
O 1.21331 -1.11150 -0.41065 -0.5384
P 0.96829 -0.03048 -1.39818 0.2891
H -3.16802 -0.83809 0.99381 0.2623
H -2.59911 -1.61366 -0.45959 0.3178
H -3.07230 0.12798 -0.62482 0.2933
H 1.09774 1.88745 0.02016 0.2441
H 2.66034 1.24664 -0.21232 0.3477
H 2.04114 2.25322 -1.43842 0.3296
```

Record 3
Here is a molecular structure, C29H48NOP3PmS from the Open Molecules 2025 dataset. Energies are from wB97M-V/def2-TZVPD.

For the energy above the lowest of the compared OMol25 structures with the same formula, charge and spin, the calculation gives 0.000 eV. For the orbital gap (spin up / spin down), the calculation gives 0.2206 / 0.2280 Eh. The spin multiplicity is 5. The LUMO energy (spin up / spin down) comes out at -9.10 / -8.91 eV. The value obtained for the HOMO energy (spin up / spin down) is -15.10 / -15.12 eV. Its net charge is +3.

The geometry in XYZ format:
```
84
Properties=species:S:1:pos:R:3:mulliken_charge:R:1
Pm 1.61212 -1.05447 0.06215 1.0626
P 0.56245 -0.76600 2.69461 0.8219
P -1.84977 -0.53479 -0.01226 1.0543
P -0.04163 3.03849 -0.22258 1.4638
H 5.60348 -0.38855 -3.89186 0.2399
C 5.94905 0.38576 -3.19107 -0.5391
C 5.99697 0.15581 -1.86180 -0.4621
H 5.91979 -0.83862 -1.38138 0.3194
C 1.11693 -2.30628 3.55760 -1.2865
C -1.00542 -0.47076 3.60145 -1.2771
C 1.62967 0.49149 3.53982 -1.2578
C -2.54736 0.01349 -1.61735 -1.5570
C -2.80052 -2.11931 0.02454 -1.1291
C -3.10078 0.39906 1.00448 -1.6158
C 1.42763 4.03369 0.06690 -1.2722
C -0.83798 3.09358 1.37511 -0.9162
C -1.05323 4.01300 -1.33552 -1.4636
H 6.39938 1.30060 -3.62070 0.2615
H 6.32269 0.99605 -1.20907 0.2180
H 2.13113 -2.56839 3.21055 0.4259
H 0.42075 -3.11881 3.29333 0.2106
H 1.11995 -2.15286 4.65135 0.5122
H -1.80511 -1.09102 3.17833 0.2958
H -1.31433 0.58114 3.53601 0.3608
H -0.90616 -0.73256 4.66656 0.4666
H 2.54920 0.64628 2.95133 0.4440
H 1.91041 0.15229 4.55155 0.3969
H 1.08986 1.45045 3.60153 0.3724
H -3.60227 0.29791 -1.50531 0.5483
H -2.48780 -0.82469 -2.31712 0.4645
H -1.97246 0.86736 -1.98117 0.2941
H -3.78369 -1.93094 0.47949 0.5172
H -2.25765 -2.85051 0.63344 -0.0049
H -2.93445 -2.50762 -0.99683 0.5124
H -3.80269 0.92403 0.34154 0.4313
H -2.66159 1.14080 1.67699 0.1486
H -3.67424 -0.30594 1.61780 0.6157
H 1.01543 4.97927 0.48148 0.5663
H 2.02856 4.25552 -0.83565 0.2414
H 2.06473 3.54606 0.82255 0.3903
H -0.44505 3.98717 1.89114 0.5431
H -0.61066 2.21717 1.99463 -0.2797
H -1.92351 3.20201 1.25943 0.5453
H -0.89032 5.04420 -0.99403 0.4620
H -2.11189 3.72031 -1.25873 0.4569
H -0.70576 3.88753 -2.37437 0.3857
C 2.70483 1.48915 -1.89501 0.4508
C 2.60505 1.74920 -3.28729 -0.3787
C 3.33920 2.82932 -3.80682 -0.6390
C 4.15770 3.62172 -2.98980 -0.6639
C 4.45704 3.20865 -1.67862 -0.6145
C 3.74504 2.11819 -1.15901 -0.4201
O 1.83176 0.64462 -1.33749 -0.4378
H 0.25215 1.88011 -1.00819 -0.1973
H 1.97987 1.06599 -3.85949 0.4959
H 3.34525 3.01705 -4.87964 0.4485
H 4.69398 4.48485 -3.38552 0.4632
H 5.28384 3.68519 -1.13633 0.4191
H 4.00186 1.62989 -0.21649 0.3723
N 1.48525 -2.94410 -0.99685 -0.3025
S 0.40879 -3.84596 -1.90620 0.1489
C 1.47683 -5.20334 -2.36174 0.8369
C 2.40859 -5.71502 -1.46072 -0.0967
C 3.24615 -6.75905 -1.87477 -0.8579
C 3.14982 -7.30271 -3.15377 -0.5205
C 2.19865 -6.79281 -4.03361 -0.6097
C 1.36113 -5.73748 -3.65815 -0.5187
C -0.65344 -4.61854 -0.65806 0.8719
C -1.79652 -5.26555 -1.14086 -0.5313
C -2.71462 -5.83178 -0.24922 -0.7203
C -2.46774 -5.76297 1.13069 -0.4907
C -1.29323 -5.18757 1.61708 -0.8452
C -0.38079 -4.61976 0.71078 -0.1176
H 2.39415 -3.43448 -0.99095 0.2414
H 2.49105 -5.32484 -0.44334 0.2603
H 3.97732 -7.13034 -1.16997 0.4162
H 3.81691 -8.10878 -3.46397 0.4322
H 2.10560 -7.20705 -5.03011 0.4256
H 0.61666 -5.32337 -4.34038 0.4393
H -1.96226 -5.29476 -2.21908 0.4373
H -3.62256 -6.29887 -0.62578 0.4431
H -3.19971 -6.17626 1.82653 0.4483
H -1.08026 -5.17467 2.69679 0.4066
H 0.54554 -4.16602 1.06092 0.5159
```

Record 4
Here is 2 unconnected molecules or ions with the total composition C22H28N7O9P from the Open Molecules 2025 dataset. Energies are from wB97M-V/def2-TZVPD.

For the orbital gap, the calculation gives 0.3179 Eh. The spin multiplicity is 1. The LUMO energy comes out at 0.17 eV. The value obtained for the HOMO energy is -8.48 eV. Its net charge is 0. The SMILES is Nc1ncnc2c1ncn2[C@@H]1O[C@@H]2CO[P@@](=O)(O)O[C@H]2[C@H]1O.CNC(=O)[C@H](Cc1ccc(O)cc1)NC(C)=O.

The geometry in XYZ format:
```
67
Properties=species:S:1:pos:R:3:mulliken_charge:R:1
O 7.36579 -0.25529 -4.41012 -0.5787
O 9.33157 -3.43004 -1.12985 -0.6914
O -4.30670 0.36451 -1.23520 -0.6639
N -9.16371 0.30554 2.75232 -0.7548
N -9.42017 -0.36662 6.41785 -0.6540
N -7.52633 0.93799 5.83833 -0.6513
O 1.29430 -0.36289 -1.96176 -0.4027
O -6.08917 3.06246 2.30152 -0.5128
O -3.69997 1.53698 3.80156 -0.5845
O -1.94994 1.08876 -1.14277 -0.3517
O -3.90123 2.82792 -0.78897 -0.3089
O -3.40781 0.98873 1.07289 -0.4266
C 7.61952 0.23451 -3.31864 0.7758
C 9.00534 -2.72088 -2.07478 -0.1712
C -8.13529 1.03077 2.36988 -0.0911
C -8.30698 0.30712 6.72611 -0.3736
C -9.76098 -0.36962 5.15030 0.1702
C -7.91372 0.88695 4.56944 0.5049
C 3.10464 -0.98579 -3.39433 -0.8394
C 3.30258 -1.26172 -0.97653 -0.5554
C 4.39849 -1.51518 -3.56012 -0.1632
C 4.59336 -1.80302 -1.14788 -0.6322
C -9.03064 0.22518 4.14448 0.8922
C 2.55082 -0.86266 -2.10440 0.7895
C 5.14181 -1.93544 -2.43990 0.3226
N -10.87972 -1.06833 4.87277 -0.4859
N 9.82507 -2.69752 -3.13271 -0.1446
N -7.33655 1.41105 3.44265 0.0058
N 7.74206 -0.44809 -2.17733 -0.0179
C 7.78028 1.73171 -3.20067 -1.4950
C 9.64968 -2.08673 -4.44564 -0.7057
C -5.06797 3.18774 -0.02703 -0.6523
C -6.05296 2.12299 3.39387 -0.2457
C -4.94891 2.83929 1.46269 0.2682
C -4.89599 1.15798 3.10518 -0.0866
C -4.68240 1.34566 1.61751 -0.1430
C 6.50070 -2.58963 -2.63631 -1.0138
C 7.69425 -1.90690 -1.94488 0.1257
P -3.39803 1.29498 -0.53441 0.7844
H 1.00771 -0.33381 -1.04822 0.2315
H -2.93280 1.11875 3.36574 0.3790
H -2.14602 1.10000 -2.08710 0.3353
H -7.93518 1.29383 1.33531 0.4160
H -8.00890 0.33500 7.77067 0.3997
H 2.52853 -0.66709 -4.24951 0.4001
H 2.88191 -1.17182 0.01256 0.3150
H 4.82397 -1.60078 -4.55154 0.3694
H 5.15369 -2.14159 -0.28785 0.3534
H -11.10916 -1.73686 5.59559 0.2817
H -10.93841 -1.34531 3.89918 0.2698
H 10.64817 -3.26675 -3.00914 0.2908
H 7.91755 0.11155 -1.35978 0.2574
H 6.93656 2.13678 -2.64463 0.3528
H 8.71187 1.96317 -2.68896 0.3907
H 7.79737 2.16335 -4.20025 0.3537
H 8.65720 -2.31073 -4.83958 0.2299
H 10.38959 -2.48606 -5.14068 0.3740
H 9.78460 -1.00662 -4.38369 0.1771
H -5.94741 2.68755 -0.44839 0.2980
H -5.23363 4.26584 -0.12069 0.3407
H -5.88002 2.63629 4.34760 0.5045
H -4.10722 3.41067 1.87240 0.2820
H -5.16099 0.12213 3.34659 0.3439
H -5.46578 0.77457 1.10160 0.5101
H 6.43185 -3.61005 -2.25622 0.5726
H 6.70628 -2.67228 -3.70290 0.2501
H 7.46356 -1.99217 -0.88323 0.4794
```